{
  "formula": "C6H8",
  "method": "the ωB97M-V functional and the def2-TZVPD basis",
  "species": ["C", "C", "C", "C", "C", "C", "H", "H", "H", "H", "H", "H", "H", "H"],
  "coordinates": [[2.1762, -1.6053, -0.0157], [1.7351, -0.3847, 0.0428], [0.8979, 0.4956, 0.5374], [-0.3144, 0.9088, -0.2133], [-1.6981, 0.7927, 0.3565], [-1.2849, -0.0809, -0.7955], [3.0388, -2.0656, -0.5224], [1.4520, -1.7346, 0.8338], [1.1514, 0.9600, 1.4879], [-0.1288, 1.7871, -0.8235], [-2.3846, 1.6124, 0.1674], [-1.8180, 0.3173, 1.3270], [-1.1345, -1.1409, -0.6023], [-1.6881, 0.1380, -1.7802]],
  "forces_ev_per_a": [[-0.4, 0.7, 0.7], [-0.2, 0.9, -0.1], [0.3, 0.5, -0.3], [0.0, 0.3, -0.1], [-0.1, 0.1, 0.1], [0.0, -0.1, -0.2], [-0.8, 0.1, 0.7], [1.3, -3.0, -0.6], [0.0, 0.3, -0.2], [-0.3, 0.0, 0.0], [0.1, -0.2, 0.0], [0.1, 0.1, -0.2], [0.1, 0.2, 0.0], [0.0, 0.0, 0.2]],
  "homo_ev": -8.826,
  "de_lowest_kj_mol": 313.1,
  "lumo_ha": 0.03307,
  "e_tot_ev": -6347.5386,
  "smiles": "C=C=CC1CC1",
  "spin_multiplicity": 1,
  "fmax_ev_per_a": 3.3,
  "orbital_gap_ha": 0.35743
}


{
  "formula": "C12H17N2O",
  "method": "the ωB97M-V functional and the def2-TZVPD basis",
  "species": ["C", "C", "N", "C", "N", "C", "C", "C", "C", "C", "C", "O", "C", "C", "C", "H", "H", "H", "H", "H", "H", "H", "H", "H", "H", "H", "H", "H", "H", "H", "H", "H"],
  "coordinates": [[0.1855, -1.3221, 2.6455], [-0.2974, -1.4163, 1.1388], [0.2200, -0.7195, 0.2335], [1.2006, 0.0113, -0.2756], [2.2952, -0.6698, -0.6027], [1.0715, 1.4106, -0.6744], [2.2203, 2.1204, -1.0361], [2.1224, 3.5059, -1.4100], [0.9819, 4.1815, -1.3521], [-0.1824, 3.5077, -0.9479], [-0.0975, 2.1144, -0.7157], [-1.3148, 1.4764, -0.4597], [-1.2358, -2.5407, 0.7029], [-2.6997, -2.1257, 0.9286], [-1.0763, -2.7625, -0.7920], [1.2092, -1.8654, 2.5862], [-0.4035, -1.9896, 3.2713], [0.1914, -0.2687, 2.8215], [3.0577, -0.0415, -0.9007], [2.4186, -1.6339, -0.3367], [3.2119, 1.6753, -1.1600], [3.0352, 3.9118, -1.8659], [0.8927, 5.2387, -1.5705], [-1.1497, 4.0108, -0.7114], [-2.0139, 2.1460, -0.6660], [-1.0553, -3.4394, 1.3778], [-3.0802, -2.4599, 1.8864], [-3.5519, -2.5056, 0.3050], [-2.9599, -1.0174, 0.9678], [-1.0665, -1.7812, -1.3598], [-1.9378, -3.3012, -0.9657], [-0.1915, -3.4504, -1.0625]],
  "forces_ev_per_a": [[0.8, -2.0, -3.0], [0.5, -1.3, 1.5], [0.9, 1.6, -0.4], [-2.0, -1.9, 0.6], [1.1, 1.7, -0.3], [1.8, -0.2, 0.0], [-0.1, 2.1, -1.0], [3.7, -3.3, -0.5], [-3.6, 1.1, 0.8], [0.6, -0.7, 0.3], [-3.7, 1.4, 0.6], [0.5, 1.0, -0.3], [-0.4, 0.6, 0.3], [-2.5, 1.5, 1.1], [2.5, -0.2, -0.2], [-1.3, 1.4, 0.3], [-0.3, 0.6, 0.1], [0.4, 0.4, 1.0], [-0.3, -1.5, 0.1], [0.2, 0.2, 0.0], [-0.4, 0.2, 0.2], [-0.5, 0.2, 0.5], [0.3, 0.0, -0.1], [0.9, -0.3, -0.6], [0.7, -1.0, 0.3], [0.1, 1.0, -1.1], [0.3, -0.1, 0.6], [1.5, -0.2, -0.3], [1.0, -1.1, -0.3], [-0.1, -1.4, 0.6], [-1.7, -1.2, -1.4], [-1.1, 1.3, 0.3]],
  "homo_ev": -12.376,
  "de_lowest_kj_mol": 251.6,
  "lumo_ha": -0.13369,
  "e_tot_ev": -17739.7949,
  "smiles": "C/C(=N\\C(=[NH2+])c1ccccc1O)C(C)C",
  "spin_multiplicity": 1,
  "fmax_ev_per_a": 5.0,
  "orbital_gap_ha": 0.32111,
  "charge": 1
}


{
  "formula": "C28H44BrCoN3P2",
  "method": "the ωB97M-V functional and the def2-TZVPD basis",
  "species": ["N", "C", "C", "C", "C", "C", "C", "Co", "P", "C", "C", "C", "C", "C", "C", "C", "Br", "H", "H", "H", "H", "H", "H", "H", "H", "H", "H", "P", "C", "C", "H", "H", "H", "H", "H", "C", "C", "H", "H", "H", "H", "H", "C", "C", "H", "H", "H", "H", "H", "C", "C", "H", "H", "H", "H", "H", "C", "C", "H", "H", "H", "H", "H", "C", "C", "H", "H", "H", "H", "H", "N", "C", "C", "C", "N", "H", "H", "H", "H"],
  "coordinates": [[3.3537, 0.2620, -4.9373], [3.6372, 0.9425, -3.8202], [3.7453, 0.3226, -2.5692], [3.5417, -1.0773, -2.4788], [3.2324, -1.7761, -3.6694], [3.1773, -1.0605, -4.8762], [3.5196, -1.7285, -1.1905], [-0.8700, -0.1278, 0.7564], [-1.8276, -0.2143, 2.6655], [2.9182, -2.9215, -0.9351], [2.2108, -3.1362, 0.3113], [1.0884, -4.0027, 0.3621], [0.3503, -4.1400, 1.5375], [0.6971, -3.3637, 2.6461], [1.8475, -2.5755, 2.6677], [2.5682, -2.4188, 1.4827], [-0.2225, -3.6892, 4.3326], [3.9155, -1.1143, -0.3789], [2.7837, -3.6822, -1.7095], [3.9603, 0.9270, -1.6865], [3.0292, -2.8451, -3.6669], [3.7844, 2.0233, -3.9130], [2.9763, -1.5832, -5.8170], [0.7868, -4.5353, -0.5446], [3.4237, -1.7419, 1.4605], [-0.4899, -4.8274, 1.6012], [2.1650, -2.0950, 3.5906], [-1.7627, -0.0730, -1.1713], [-0.4872, 0.0727, 3.8634], [-0.7134, -0.4668, 5.2677], [-0.3311, 1.1636, 3.8875], [0.4342, -0.3668, 3.4436], [0.1641, -0.2114, 5.8769], [-1.6057, -0.0454, 5.7480], [-0.7854, -1.5654, 5.2527], [-2.4866, -1.9031, 2.6539], [-3.5610, -2.1897, 3.6981], [-1.6249, -2.5745, 2.8133], [-2.8516, -2.1382, 1.6404], [-3.7612, -3.2691, 3.6996], [-3.2429, -1.9058, 4.7098], [-4.4980, -1.6679, 3.4631], [-3.1805, 0.9819, 2.8432], [-3.5660, 1.3037, 4.2823], [-4.0362, 0.5748, 2.2821], [-2.8701, 1.8968, 2.3144], [-4.3749, 2.0423, 4.2655], [-3.9358, 0.4212, 4.8179], [-2.7302, 1.7300, 4.8485], [-2.6362, 1.4504, -1.7293], [-3.8620, 1.8290, -0.9005], [-2.9122, 1.3011, -2.7853], [-1.8964, 2.2660, -1.7111], [-4.5909, 2.3524, -1.5349], [-4.3723, 0.9556, -0.4777], [-3.5990, 2.4984, -0.0709], [-3.0881, -1.3727, -1.1783], [-2.5770, -2.7906, -1.4138], [-3.8189, -1.0814, -1.9487], [-3.5925, -1.2978, -0.2019], [-3.4197, -3.4888, -1.3679], [-2.1172, -2.9020, -2.4005], [-1.8420, -3.1003, -0.6602], [-0.7049, -0.5314, -2.6133], [-0.0724, 0.6167, -3.3909], [-1.3148, -1.1548, -3.2860], [0.0872, -1.1797, -2.2041], [0.3945, 0.2248, -4.3036], [-0.8014, 1.3755, -3.6979], [0.7128, 1.1053, -2.8023], [-0.1815, 2.9162, 0.5414], [0.8077, 3.8136, 0.7370], [1.8960, 3.0917, 1.1885], [1.5010, 1.7489, 1.2259], [0.2157, 1.6462, 0.8134], [-1.1236, 3.1403, 0.2268], [0.6705, 4.8752, 0.5555], [2.8700, 3.4730, 1.4640], [2.0566, 0.8741, 1.5341]],
  "forces_ev_per_a": [[0.1, 0.3, 0.0], [-0.1, -0.7, 0.2], [-0.1, -0.5, -0.3], [0.3, 0.3, -1.6], [0.2, 0.8, -0.2], [0.0, -0.2, 0.8], [-0.3, -0.8, 0.6], [2.6, 1.4, 0.2], [-0.7, -0.6, 0.8], [0.4, 1.0, -0.6], [-0.2, -0.3, 1.5], [0.5, 0.5, 0.0], [-0.1, 0.6, 0.1], [0.3, -1.0, 0.7], [-0.2, 0.3, -0.5], [-0.4, -0.3, 0.0], [0.8, -0.7, -0.7], [-0.6, 0.0, 0.0], [-0.4, 0.5, 0.0], [0.0, -0.3, -0.2], [0.2, 0.2, 0.0], [-0.1, -0.4, -0.1], [0.0, 0.3, 0.3], [0.2, 0.0, 0.4], [-0.2, -0.4, 0.1], [0.1, 0.1, -0.1], [0.0, -0.1, -0.2], [-1.8, -0.7, -3.3], [0.0, 0.2, 0.2], [0.1, -0.3, 0.6], [-0.1, -0.2, -0.1], [-0.3, 0.1, 0.0], [-0.3, 0.0, 0.0], [0.3, -0.1, -0.1], [-0.1, 0.8, 0.1], [0.0, -0.4, 0.4], [-0.3, -0.3, 0.1], [-0.5, 0.5, -0.2], [0.0, 0.3, 0.3], [-0.1, 0.3, 0.1], [-0.1, -0.1, -0.3], [0.2, -0.1, 0.1], [0.0, 0.2, -0.1], [-0.3, 0.2, 0.3], [0.2, 0.1, 0.1], [-0.1, -0.2, 0.2], [0.2, -0.1, 0.1], [0.1, 0.2, -0.1], [-0.2, -0.1, -0.2], [0.3, 0.2, 0.1], [-0.3, 0.1, 0.1], [0.2, -0.1, 0.3], [-0.2, -0.2, -0.2], [0.2, -0.1, 0.3], [0.0, 0.2, -0.1], [-0.1, -0.1, -0.1], [-0.1, 0.5, 0.0], [0.0, -0.2, 0.0], [0.2, -0.1, 0.2], [0.0, -0.1, -0.3], [0.2, 0.1, 0.0], [-0.1, 0.0, 0.2], [-0.1, 0.0, -0.1], [0.2, -0.4, 0.1], [0.2, 0.3, 0.0], [0.1, 0.2, 0.3], [-0.2, 0.0, -0.3], [-0.1, 0.1, 0.3], [0.2, -0.2, 0.0], [-0.1, 0.0, -0.1], [-0.1, 0.1, -0.2], [0.0, -0.6, 0.2], [0.5, -0.1, 0.1], [-1.0, 0.8, -0.4], [0.6, 0.0, 0.3], [0.4, -0.4, 0.1], [0.0, -0.3, 0.1], [-0.2, 0.0, -0.1], [-0.1, 0.0, -0.1]],
  "homo_ev": [-12.927, -12.927],
  "de_lowest_kj_mol": 0.0,
  "lumo_ha": [-0.22618, -0.26891],
  "e_tot_ev": -160451.7161,
  "spin_multiplicity": 4,
  "fmax_ev_per_a": 3.8,
  "orbital_gap_ha": [0.24889, 0.20614],
  "charge": 2
}


{
  "formula": "C17H27Br9F6N2O6",
  "method": "the ωB97M-V functional and the def2-TZVPD basis",
  "species": ["C", "C", "O", "N", "C", "H", "H", "H", "H", "H", "H", "H", "C", "C", "O", "N", "C", "H", "H", "H", "H", "H", "H", "H", "C", "C", "O", "C", "O", "C", "F", "F", "F", "H", "H", "H", "H", "H", "C", "C", "O", "C", "O", "C", "F", "F", "F", "H", "H", "H", "H", "H", "C", "Br", "Br", "Br", "H", "C", "Br", "Br", "Br", "H", "C", "Br", "Br", "Br", "H"],
  "coordinates": [[2.8815, 2.3978, 6.0021], [1.5065, 2.9906, 5.7619], [1.2004, 4.0736, 6.2444], [0.6596, 2.2412, 5.0315], [-0.6546, 2.6566, 4.5673], [3.6420, 2.9559, 5.4664], [2.9102, 1.3232, 5.8284], [3.0056, 2.5456, 7.0776], [0.9534, 1.2878, 4.9193], [-1.2871, 1.7688, 4.5705], [-0.5336, 3.0801, 3.5745], [-1.1300, 3.3218, 5.2849], [-1.4713, 1.4650, -0.7253], [-0.7696, 0.6513, 0.3905], [-0.5247, 1.2141, 1.4515], [-0.5989, -0.6457, 0.1648], [-0.8201, -1.4795, -0.9857], [-0.7299, 1.8056, -1.4464], [-2.0886, 2.2122, -0.2423], [-2.1117, 0.7837, -1.2934], [-0.3457, -1.1696, 0.9936], [-0.8014, -0.9843, -1.9482], [-1.7483, -2.0583, -0.9732], [-0.0706, -2.2714, -1.0202], [-3.0038, -1.8396, 3.2753], [-2.7887, -3.1869, 3.9168], [-1.4751, -3.6614, 3.6057], [-0.9778, -4.6407, 4.3412], [-1.4472, -5.1003, 5.3227], [0.2701, -5.2303, 3.6591], [1.3486, -4.6494, 4.1823], [0.3061, -6.5329, 3.8467], [0.3066, -5.0278, 2.3496], [-2.1820, -1.1745, 3.5456], [-3.8988, -1.3460, 3.6621], [-3.1426, -1.7956, 2.1959], [-3.5392, -3.9296, 3.6440], [-2.8499, -3.0579, 4.9996], [0.4682, 3.4822, -3.7366], [0.6465, 3.8156, -5.2175], [1.9631, 3.5271, -5.6936], [2.2944, 2.2461, -5.7044], [1.5387, 1.3259, -5.7100], [3.7690, 2.0375, -6.0613], [4.2915, 1.2526, -5.1098], [3.8545, 1.4315, -7.2361], [4.5305, 3.1153, -6.1439], [1.4461, 3.5513, -3.2680], [0.1069, 2.4499, -3.7330], [-0.2703, 4.0633, -3.1923], [0.5691, 4.8972, -5.3441], [-0.1357, 3.4026, -5.8536], [-0.9938, 0.2163, -5.6593], [-2.1296, 1.3161, -4.5236], [-1.7276, -0.0401, -7.4332], [-0.8080, -1.5219, -4.7496], [-0.0052, 0.6505, -5.7344], [-2.9057, -5.7946, -0.7552], [-1.5678, -4.8343, -1.7997], [-3.7621, -4.7116, 0.6108], [-2.0700, -7.3719, 0.0440], [-3.6552, -6.0421, -1.4927], [3.3067, 1.8449, -1.6882], [2.7777, 0.0334, -2.2512], [5.0518, 1.5339, -0.7452], [1.9128, 2.5965, -0.5623], [3.5043, 2.5335, -2.4972]],
  "forces_ev_per_a": [[-0.7, -0.1, 0.9], [-0.1, 0.7, 0.4], [0.1, -0.1, -0.4], [0.2, -0.4, 0.2], [0.2, -0.6, 0.6], [0.0, -0.1, -0.1], [0.2, 0.0, -0.3], [0.4, 0.0, -0.1], [-0.2, 0.0, -0.5], [0.0, 0.0, -0.5], [-0.5, 0.1, 0.0], [0.3, 0.4, -0.1], [0.3, -1.7, 0.0], [-1.5, 2.2, -0.6], [0.3, -0.6, 0.0], [0.5, -1.5, 0.8], [-0.3, -0.7, -0.6], [-0.1, 0.5, 0.2], [0.3, 0.4, -0.2], [-0.1, 0.2, 0.0], [0.2, 0.2, 0.0], [0.2, 0.5, 0.1], [-0.3, 0.4, 0.4], [0.3, 0.3, 0.1], [-0.1, 0.7, -0.1], [-0.5, 0.5, 0.8], [0.2, 0.2, -0.7], [-0.4, 0.0, -1.3], [-0.3, -0.4, 1.1], [-0.1, 0.4, 0.0], [0.5, -0.1, 0.3], [0.2, -0.6, 0.4], [-0.2, 0.3, -0.5], [0.1, 0.0, -0.1], [0.0, -0.3, 0.3], [0.3, -0.5, -0.1], [0.2, -0.1, -0.2], [0.0, -0.1, 0.0], [0.2, -1.2, -0.9], [-1.1, 1.9, 0.4], [0.5, -0.6, 0.7], [-0.1, 1.3, -1.8], [0.4, -0.4, 0.7], [0.7, -0.4, 0.4], [0.1, -0.3, 0.0], [-0.2, -0.5, -0.3], [-0.2, 0.7, 0.3], [-0.1, 0.1, 0.3], [0.4, 0.1, 0.6], [0.1, 0.4, -0.3], [0.1, -0.1, -0.1], [0.2, -0.4, -0.1], [-0.8, -1.0, 0.3], [0.0, -0.1, -0.5], [0.2, 0.2, 0.4], [0.1, 0.4, -0.4], [-0.6, -0.1, 0.0], [0.6, 0.1, 0.2], [-0.3, -0.1, 0.3], [0.3, -0.1, -0.4], [-0.5, 0.5, -0.4], [-0.1, -0.4, 0.3], [0.5, -1.2, 1.2], [-0.1, 0.9, -0.3], [-1.0, 0.7, -0.4], [0.8, -0.2, -0.1], [0.0, -0.3, -0.2]],
  "homo_ev": -9.246,
  "de_lowest_kj_mol": 0.0,
  "lumo_ha": -0.02087,
  "e_tot_ev": -680018.9197,
  "spin_multiplicity": 1,
  "fmax_ev_per_a": 2.7,
  "orbital_gap_ha": 0.31892
}


{
  "formula": "C3H6LiO2",
  "method": "the ωB97M-V functional and the def2-TZVPD basis",
  "species": ["O", "C", "C", "O", "C", "Li", "H", "H", "H", "H", "H", "H"],
  "coordinates": [[2.3189, 0.6013, 0.0986], [1.6065, -0.5485, -0.1705], [0.1169, -0.3577, -0.4278], [-0.5620, 0.0533, 0.7832], [-1.7312, 0.7823, 0.3144], [0.5760, 1.7151, 0.3626], [1.7085, -1.3030, 0.6591], [1.9885, -1.0924, -1.0744], [-0.2997, -1.3458, -0.7283], [-2.2490, 1.1293, 1.2279], [-2.4947, 0.0427, -0.0114], [-0.9786, 0.3233, -1.0336]],
  "forces_ev_per_a": [[-1.0, 0.7, 0.2], [0.6, 0.5, -0.6], [-3.2, -1.1, -0.2], [0.6, 0.5, 0.2], [-0.9, -0.2, 0.9], [0.2, -1.3, -0.3], [-0.3, 0.2, -0.2], [-0.1, 0.1, 0.1], [0.3, -0.1, 0.3], [0.2, 0.4, 0.1], [0.1, -0.2, -0.2], [3.3, 0.4, -0.3]],
  "homo_ev": -2.649,
  "de_lowest_kj_mol": 261.6,
  "lumo_ha": 0.10802,
  "e_tot_ev": -7504.6744,
  "spin_multiplicity": 1,
  "fmax_ev_per_a": 3.4,
  "orbital_gap_ha": 0.20537,
  "charge": -1
}


{
  "formula": "C2H6INO2S",
  "method": "the ωB97M-V functional and the def2-TZVPD basis",
  "species": ["C", "C", "N", "O", "O", "S", "I", "H", "H", "H", "H", "H", "H"],
  "coordinates": [[-0.8917, 1.3593, 0.2555], [-0.4884, -0.2716, -1.0254], [2.0611, -1.2848, -0.2582], [0.1365, -1.2667, 1.4172], [-1.3788, 0.9564, 1.4128], [0.5529, -1.2477, 0.0091], [2.9411, 0.5434, -0.1738], [0.1864, 1.8579, 0.2922], [-1.6355, 2.0053, -0.3948], [0.2575, 0.1251, -1.7982], [-1.4992, -0.4472, -1.3238], [-0.7154, 0.2717, 1.8355], [0.4735, -2.6013, -0.2480]],
  "forces_ev_per_a": [[2.0, 1.0, -2.8], [2.4, 3.5, 1.2], [0.2, 1.1, -0.8], [-0.6, 1.4, -0.2], [0.8, -1.6, 1.0], [-0.5, -3.6, 1.0], [0.3, 0.4, 0.0], [-2.2, -1.1, -0.2], [1.4, -1.6, 1.4], [-1.5, -0.5, 0.8], [-0.2, -0.9, 0.1], [-1.4, 1.3, -1.0], [-0.7, 0.7, -0.6]],
  "homo_ev": -8.924,
  "de_lowest_kj_mol": 358.1,
  "lumo_ha": 0.00246,
  "e_tot_ev": -26686.8566,
  "spin_multiplicity": 1,
  "fmax_ev_per_a": 4.4,
  "orbital_gap_ha": 0.33041
}